No. 1
A 2-piece molecular cluster, C24H23NO3 overall, computed with wB97M-V/def2-TZVPD.

Output
* energy above the lowest of the compared OMol25 structures with the same formula, charge and spin: 117.7 kcal/mol
* E_tot: -32890.3680 eV
* HOMO energy: -5.8047 eV

```
! RIJCOSX wB97M-V def2-TZVPD def2/J DEFGRID3
* xyz 0 1
C -0.696 2.788 6.935
O -1.277 1.621 6.305
C -1.234 1.536 4.952
C -0.656 2.538 4.127
C -0.530 2.298 2.772
C -1.005 1.114 2.172
C -0.912 0.888 0.758
C 0.215 1.297 0.046
C 0.373 1.374 -1.413
C -0.449 1.140 -2.500
C 0.084 1.222 -3.796
C 1.406 1.651 -4.022
C 2.228 1.984 -2.936
C 1.698 1.803 -1.666
N 2.309 2.050 -0.437
C 3.621 2.635 -0.247
C 1.450 1.765 0.577
C -1.696 0.183 3.000
C -1.797 0.380 4.358
H -0.806 2.562 7.997
H 0.366 2.908 6.661
H -1.254 3.700 6.663
H -0.287 3.462 4.565
H -0.065 3.062 2.142
H -1.796 0.488 0.286
H -1.482 0.855 -2.336
H -0.546 0.967 -4.647
H 1.783 1.737 -5.044
H 3.232 2.398 -3.060
H 4.108 2.764 -1.212
H 3.539 3.619 0.232
H 4.250 1.999 0.387
H 1.800 1.828 1.604
H -2.124 -0.701 2.533
H -2.277 -0.333 5.018
C 0.984 -5.854 -3.250
O 0.911 -4.757 -2.321
C -0.221 -3.982 -2.343
C -1.335 -4.208 -3.190
C -2.444 -3.355 -3.082
C -2.463 -2.288 -2.200
C -1.321 -1.986 -1.353
O -1.261 -0.969 -0.606
C -0.225 -2.915 -1.447
H 1.958 -6.302 -3.062
H 0.194 -6.593 -3.055
H 0.938 -5.495 -4.288
H -1.316 -5.040 -3.903
H -3.316 -3.526 -3.719
H -3.301 -1.590 -2.138
H 0.646 -2.725 -0.819
*
```

Löwdin population analysis, charges in e, atoms 1 to 5: atom 1 (C): -0.056, atom 2 (O): -0.080, atom 3 (C): -0.254, atom 4 (C): -0.009, atom 5 (C): -0.037

No. 2
C24H24AsClO5PS6Tc as an isolated structure, computed with wB97M-V/def2-TZVPD.

Output
* energy above the lowest of the compared OMol25 structures with the same formula, charge and spin: 10.9 kcal/mol
* E_tot: -185378.0467 eV
* HOMO energy: -8.1988 eV

```
! RIJCOSX wB97M-V def2-TZVPD def2/J DEFGRID3
* xyz 0 1
Tc 1.455 -2.034 -1.203
C 1.407 0.128 2.451
C 2.340 -0.708 1.584
C 3.493 -1.296 2.369
O 1.611 -1.768 0.943
C 2.858 0.213 0.502
O 3.739 0.997 0.633
O 2.110 0.115 -0.655
H 0.977 -0.495 3.238
H 0.594 0.558 1.861
H 1.979 0.935 2.910
H 3.093 -1.878 3.202
H 4.126 -0.498 2.756
H 4.094 -1.946 1.734
H 0.776 -2.031 1.415
S 4.221 -4.082 -4.308
As 3.802 -2.266 -3.490
S 3.654 -2.399 -1.217
S 1.521 -1.864 -3.342
S 4.667 -0.502 -4.059
O -0.303 -4.081 -3.068
C 0.103 -4.495 -2.039
O 0.861 -3.779 -1.127
H -0.070 -5.502 -1.662
S -1.089 -2.546 1.733
P -1.769 -1.261 0.406
S -0.668 -0.995 -1.354
C -3.411 -1.757 -0.170
C -4.370 -2.003 0.819
C -5.674 -2.305 0.463
C -6.032 -2.365 -0.880
C -5.082 -2.136 -1.863
C -3.770 -1.830 -1.512
C -2.059 0.386 1.112
C -2.151 0.545 2.492
C -2.426 1.797 3.031
C -2.617 2.889 2.196
C -2.537 2.732 0.818
C -2.259 1.485 0.276
H -4.090 -1.968 1.866
H -6.412 -2.495 1.232
H -7.053 -2.596 -1.158
H -5.357 -2.194 -2.908
H -3.033 -1.665 -2.285
H -1.989 -0.309 3.138
H -2.493 1.917 4.105
H -2.834 3.863 2.618
H -2.695 3.580 0.163
H -2.203 1.367 -0.800
Cl 4.667 3.163 -2.315
C 3.230 3.484 -1.396
C 3.048 4.762 -0.888
C 1.916 5.055 -0.145
C 0.962 4.070 0.082
C 1.157 2.802 -0.439
C 2.294 2.487 -1.178
C 2.453 1.091 -1.706
H 3.806 5.514 -1.069
H 1.780 6.053 0.252
H 0.074 4.287 0.664
H 0.420 2.027 -0.264
H 3.441 0.855 -2.083
H 1.718 0.892 -2.479
*
```

Löwdin population analysis, charges in e, atoms 1 to 5: atom 1 (Tc): 0.807, atom 2 (C): 0.017, atom 3 (C): -0.507, atom 4 (C): 0.009, atom 5 (O): -0.269

No. 3
One molecule with the formula C24H24Cl2N4O, computed with wB97M-V/def2-TZVPD.

Output
* E_tot: -58331.4859 eV
* SMILES: O[C@H](CN1CCN(c2ccccn2)CC1)Cn1c2ccc(Cl)cc2c2cc(Cl)ccc21
* HOMO energy: -7.6198 eV

```
! RIJCOSX wB97M-V def2-TZVPD def2/J DEFGRID3
* xyz 0 1
O -4.721 -2.651 0.098
C -3.554 -1.886 -0.118
C -2.555 -2.653 -0.997
N -1.391 -1.872 -1.355
C -0.262 -2.724 -1.704
C 0.781 -1.944 -2.519
N 0.778 -0.562 -2.137
C 1.853 0.160 -1.726
C 3.103 -0.408 -1.413
C 4.124 0.421 -1.008
C 3.903 1.791 -0.911
C 2.642 2.253 -1.233
N 1.648 1.478 -1.631
C -0.471 0.121 -2.393
C -1.629 -0.880 -2.386
C -2.995 -1.584 1.284
N -1.846 -0.730 1.272
C -1.872 0.619 1.016
C -2.953 1.458 0.774
C -2.703 2.797 0.548
C -1.399 3.291 0.570
Cl -1.148 4.979 0.275
C -0.312 2.480 0.822
C -0.552 1.131 1.044
C 0.303 0.016 1.323
C 1.677 -0.103 1.477
C 2.186 -1.358 1.742
Cl 3.895 -1.559 1.925
C 1.364 -2.477 1.873
C -0.005 -2.365 1.730
C -0.540 -1.116 1.445
H -5.096 -2.907 -0.752
H -3.816 -0.935 -0.606
H -3.091 -3.021 -1.896
H -2.218 -3.529 -0.436
H -0.580 -3.602 -2.293
H 0.182 -3.076 -0.768
H 1.762 -2.389 -2.371
H 0.543 -2.019 -3.591
H 3.270 -1.471 -1.468
H 5.090 0.004 -0.761
H 4.684 2.465 -0.598
H 2.401 3.309 -1.183
H -0.605 0.868 -1.609
H -0.436 0.647 -3.357
H -1.748 -1.352 -3.379
H -2.550 -0.340 -2.167
H -2.742 -2.529 1.765
H -3.797 -1.116 1.864
H -3.966 1.088 0.766
H -3.520 3.475 0.355
H 0.690 2.876 0.838
H 2.325 0.754 1.389
H 1.810 -3.435 2.090
H -0.629 -3.238 1.842
*
```

Löwdin population analysis, charges in e, atoms 1 to 5: atom 1 (O): -0.020, atom 2 (C): -0.350, atom 3 (C): -0.140, atom 4 (N): -0.156, atom 5 (C): -0.147

No. 4
C24H24ClFeN3O2P as an isolated structure, computed with wB97M-V/def2-TZVPD.

Output
* expectation value of S²: 8.78
* E_tot: -90024.2409 eV
* HOMO energy (alpha / beta): -14.6188 / -14.6662 eV

```
! RIJCOSX wB97M-V def2-TZVPD def2/J DEFGRID3
* xyz 2 6
Fe -0.099 -0.012 1.292
Cl -0.947 1.669 2.325
C 0.421 -2.098 0.878
O 0.030 -3.162 0.643
P 0.283 0.598 -0.854
C 1.990 0.911 -1.473
C -0.350 -0.432 -2.248
C -0.516 2.226 -1.167
C -1.469 -0.079 -3.026
C -1.835 -0.874 -4.123
C -1.126 -2.041 -4.430
C -0.029 -2.403 -3.637
C 0.360 -1.607 -2.555
H -2.047 0.820 -2.796
H -2.683 -0.575 -4.743
H -1.425 -2.662 -5.282
H 0.534 -3.308 -3.870
H 1.240 -1.888 -1.966
C 3.002 1.220 -0.542
C 4.345 1.190 -0.933
C 4.687 1.048 -2.285
C 3.663 0.947 -3.234
C 2.322 0.875 -2.840
H 2.752 1.472 0.489
H 5.120 1.284 -0.169
H 5.739 1.040 -2.587
H 3.910 0.907 -4.292
H 1.544 0.777 -3.605
C 0.183 3.329 -1.668
C -0.478 4.541 -1.885
C -1.840 4.666 -1.606
C -2.535 3.576 -1.072
C -1.877 2.370 -0.839
H 1.245 3.248 -1.894
H 0.083 5.390 -2.271
H -2.360 5.609 -1.786
H -3.595 3.658 -0.836
H -2.423 1.538 -0.388
H 1.534 -0.251 1.229
H 1.350 0.609 1.383
C 0.699 -3.176 5.614
N -0.349 -2.599 4.787
C -1.636 -2.642 5.217
C -2.618 -2.079 4.457
C -2.248 -1.382 3.275
N -0.978 -1.376 2.844
C -0.009 -2.050 3.536
O 1.152 -2.183 3.090
N -3.175 -0.743 2.519
H 0.788 -2.653 6.569
H 1.643 -3.091 5.091
H 0.512 -4.233 5.821
H -1.771 -3.149 6.184
H -3.662 -2.124 4.745
H -4.128 -0.789 2.853
H -2.924 0.139 2.058
*
```

Löwdin population analysis, charges in e, atoms 1 to 5: atom 1 (Fe): 0.321, atom 2 (Cl): 0.307, atom 3 (C): -0.032, atom 4 (O): 0.193, atom 5 (P): 1.030

No. 5
A 2-piece molecular cluster, C24H24F2IN2O7PS overall, computed with wB97M-V/def2-TZVPD.

Output
* E_tot: -76242.4051 eV
* SMILES: CCP(C)c1c(N(C(=O)F)C(=O)F)cc(S)c2c1C(=O)c1c(CON=O)cc(I)cc1C2=O.CCOCC
* HOMO energy: -8.0702 eV

```
! RIJCOSX wB97M-V def2-TZVPD def2/J DEFGRID3
* xyz 0 1
C 3.459 -2.493 0.445
C 2.035 -3.063 0.053
P 0.787 -3.151 1.462
C 1.223 -2.019 2.891
C -0.814 -2.480 0.700
C -1.946 -3.439 0.521
N -1.712 -4.799 0.997
C -2.153 -4.970 2.371
O -3.182 -4.631 2.835
F -1.218 -5.556 3.203
C -2.234 -5.817 0.106
O -1.493 -6.639 -0.313
F -3.549 -5.892 -0.299
C -3.177 -2.948 -0.079
C -3.352 -1.548 -0.545
S -4.924 -1.030 -1.334
C -2.237 -0.623 -0.342
C -0.960 -1.075 0.296
C 0.130 0.032 0.477
O 1.320 -0.129 0.363
C -0.428 1.465 0.848
C 0.194 2.369 1.817
C 1.493 2.005 2.598
O 1.300 0.965 3.575
N 1.063 1.488 4.829
O 0.689 0.600 5.508
C -0.466 3.663 2.086
C -1.688 4.102 1.416
I -2.681 5.968 1.767
C -2.324 3.195 0.431
C -1.673 1.916 0.202
C -2.340 0.876 -0.807
O -2.856 1.235 -1.832
H 4.146 -3.348 0.676
H 3.449 -1.688 1.219
H 3.880 -2.015 -0.491
H 1.580 -2.478 -0.786
H 2.190 -4.124 -0.298
H 0.857 -2.541 3.826
H 2.316 -1.846 3.043
H 0.628 -1.062 2.852
H -4.054 -3.619 -0.218
H -4.882 -1.755 -2.513
H 1.780 2.933 3.181
H 2.353 1.809 1.908
H -0.022 4.356 2.847
H -3.257 3.432 -0.126
C 1.941 4.549 -4.309
C 2.401 3.839 -3.048
O 1.336 3.346 -2.251
C 0.485 2.387 -2.862
C 1.206 1.120 -3.288
H 1.242 5.352 -4.065
H 2.797 4.976 -4.837
H 1.434 3.868 -4.995
H 2.945 4.550 -2.421
H 3.104 3.033 -3.283
H -0.052 2.837 -3.703
H -0.268 2.126 -2.116
H 1.943 1.318 -4.070
H 0.494 0.389 -3.678
H 1.740 0.679 -2.442
*
```

Löwdin population analysis, charges in e, atoms 1 to 5: atom 1 (C): -0.163, atom 2 (C): -0.418, atom 3 (P): 0.977, atom 4 (C): -0.289, atom 5 (C): -0.189

No. 6
One molecule with the formula C24H24FN3O, computed with wB97M-V/def2-TZVPD.

Output
* energy above the lowest of the compared OMol25 structures with the same formula, charge and spin: 0.0 kcal/mol
* E_tot: -34514.1006 eV
* SMILES: O=C(Nc1ccc(-c2cccc(F)c2)cc1)[C@@H]1CCCN(Cc2ccccn2)C1
* HOMO energy: -8.2468 eV

```
! RIJCOSX wB97M-V def2-TZVPD def2/J DEFGRID3
* xyz 0 1
O -1.569 1.348 2.299
C -1.103 0.239 2.416
N -1.034 -0.672 1.400
C -1.266 -0.491 0.037
C -1.705 0.713 -0.508
C -1.884 0.827 -1.872
C -1.631 -0.242 -2.729
C -1.809 -0.106 -4.181
C -2.892 0.597 -4.707
C -3.060 0.723 -6.074
C -2.151 0.154 -6.950
C -1.079 -0.539 -6.418
F -0.178 -1.097 -7.258
C -0.893 -0.681 -5.058
C -1.199 -1.445 -2.174
C -1.023 -1.570 -0.812
C -0.548 -0.323 3.726
C -0.680 0.684 4.871
C 0.254 1.873 4.657
C 1.683 1.410 4.384
N 1.670 0.525 3.239
C 2.960 0.246 2.639
C 2.742 -0.219 1.222
C 1.992 0.559 0.343
C 1.795 0.103 -0.947
C 2.349 -1.115 -1.315
C 3.068 -1.819 -0.363
N 3.258 -1.388 0.874
C 0.934 -0.680 3.552
H -0.672 -1.586 1.634
H -1.894 1.551 0.141
H -2.202 1.773 -2.283
H -3.618 1.031 -4.036
H -3.907 1.266 -6.464
H -2.261 0.241 -8.019
H -0.032 -1.218 -4.692
H -1.020 -2.297 -2.813
H -0.685 -2.510 -0.398
H -1.113 -1.231 3.969
H -1.710 1.037 4.931
H -0.432 0.181 5.809
H -0.098 2.443 3.799
H 0.238 2.521 5.535
H 2.311 2.274 4.154
H 2.098 0.911 5.280
H 3.538 1.174 2.621
H 3.540 -0.515 3.187
H 1.570 1.491 0.684
H 1.220 0.682 -1.655
H 2.223 -1.507 -2.312
H 3.514 -2.779 -0.592
H 1.085 -1.398 2.743
H 1.302 -1.150 4.485
*
```

Löwdin population analysis, charges in e, atoms 1 to 5: atom 1 (O): 0.087, atom 2 (C): -0.420, atom 3 (N): 0.145, atom 4 (C): -0.231, atom 5 (C): -0.001

No. 7
One molecule with the formula C24H24FN5OS, computed with wB97M-V/def2-TZVPD.

Output
* energy above the lowest of the compared OMol25 structures with the same formula, charge and spin: 0.0 kcal/mol
* E_tot: -48329.2487 eV
* SMILES: Cn1cccc1Cc1nnc(SCC(=O)Nc2ccccc2F)n1CCc1ccccc1
* HOMO energy: -8.2003 eV

```
! RIJCOSX wB97M-V def2-TZVPD def2/J DEFGRID3
* xyz 0 1
C 3.564 0.653 -2.963
N 4.269 0.462 -1.725
C 5.528 0.898 -1.466
C 5.895 0.479 -0.216
C 4.809 -0.248 0.304
C 3.821 -0.249 -0.651
C 2.446 -0.840 -0.607
C 1.432 0.235 -0.437
N 0.686 0.707 -1.393
N -0.080 1.691 -0.893
C 0.220 1.812 0.375
S -0.483 2.949 1.483
C -1.792 3.626 0.408
C -2.972 2.660 0.372
O -3.903 2.773 1.139
N -2.834 1.698 -0.573
C -3.677 0.613 -0.806
C -4.777 0.289 -0.016
C -5.544 -0.826 -0.306
C -5.237 -1.640 -1.382
C -4.151 -1.333 -2.186
C -3.392 -0.220 -1.893
F -2.339 0.081 -2.686
N 1.189 0.921 0.725
C 1.713 0.692 2.045
C 0.664 0.011 2.943
C 0.038 -1.150 2.220
C -1.192 -1.008 1.591
C -1.735 -2.051 0.861
C -1.049 -3.248 0.749
C 0.173 -3.404 1.381
C 0.713 -2.360 2.112
H 2.515 0.891 -2.779
H 4.027 1.470 -3.515
H 3.610 -0.251 -3.577
H 6.072 1.476 -2.187
H 6.830 0.667 0.273
H 4.770 -0.733 1.261
H 2.377 -1.552 0.217
H 2.215 -1.359 -1.539
H -2.101 4.556 0.883
H -1.354 3.805 -0.572
H -1.963 1.701 -1.115
H -5.023 0.920 0.822
H -6.390 -1.059 0.322
H -5.837 -2.509 -1.601
H -3.884 -1.941 -3.036
H 2.599 0.064 1.941
H 2.007 1.653 2.476
H 1.160 -0.322 3.856
H -0.105 0.737 3.212
H -1.736 -0.078 1.681
H -2.695 -1.928 0.382
H -1.470 -4.060 0.175
H 0.708 -4.339 1.304
H 1.664 -2.487 2.611
*
```

Löwdin population analysis, charges in e, atoms 1 to 5: atom 1 (C): -0.013, atom 2 (N): -0.111, atom 3 (C): -0.101, atom 4 (C): -0.092, atom 5 (C): -0.066

No. 8
One molecule with the formula C24H24N2O4S, computed with wB97M-V/def2-TZVPD.

Output
* energy above the lowest of the compared OMol25 structures with the same formula, charge and spin: 4.7 kcal/mol
* E_tot: -47284.6137 eV
* SMILES: CCOc1ccc(NC(=O)c2ccc3c(SCC(=O)O)c4c(nc3c2)CCCC4)cc1
* HOMO energy: -7.9713 eV

```
! RIJCOSX wB97M-V def2-TZVPD def2/J DEFGRID3
* xyz 0 1
C -2.503 6.163 -1.605
C -2.714 4.845 -2.345
O -1.644 4.530 -3.213
C -0.482 4.036 -2.707
C -0.244 3.707 -1.377
C 0.979 3.188 -0.991
C 1.984 2.968 -1.923
N 3.234 2.445 -1.563
C 3.550 1.516 -0.618
O 4.710 1.306 -0.320
C 2.424 0.744 -0.016
C 2.435 0.527 1.375
C 1.462 -0.225 1.971
C 0.441 -0.812 1.200
C -0.603 -1.609 1.722
S -0.581 -2.024 3.467
C 0.777 -3.262 3.406
C 0.270 -4.413 2.587
O 0.285 -4.465 1.386
O -0.261 -5.374 3.351
C -1.601 -2.091 0.911
C -1.497 -1.815 -0.481
N -0.527 -1.112 -0.997
C 0.429 -0.597 -0.206
C 1.443 0.181 -0.795
C -2.482 -2.382 -1.461
C -3.776 -2.853 -0.810
C -3.441 -3.719 0.398
C -2.764 -2.861 1.459
C 1.755 3.321 -3.252
C 0.543 3.846 -3.637
H -1.627 6.114 -0.964
H -2.358 6.968 -2.322
H -3.375 6.385 -0.997
H -2.896 4.025 -1.641
H -3.581 4.928 -3.007
H -0.999 3.852 -0.620
H 1.149 2.960 0.050
H 4.033 2.814 -2.064
H 3.226 0.972 1.959
H 1.455 -0.358 3.043
H 0.962 -3.558 4.435
H 1.650 -2.804 2.945
H -0.623 -6.088 2.803
H 1.417 0.312 -1.865
H -2.670 -1.635 -2.234
H -1.991 -3.229 -1.950
H -4.367 -3.415 -1.535
H -4.368 -1.993 -0.489
H -4.345 -4.168 0.813
H -2.768 -4.522 0.093
H -2.435 -3.475 2.300
H -3.486 -2.141 1.859
H 2.536 3.176 -3.984
H 0.357 4.115 -4.665
*
```

Löwdin population analysis, charges in e, atoms 1 to 5: atom 1 (C): -0.064, atom 2 (C): -0.249, atom 3 (O): -0.053, atom 4 (C): -0.270, atom 5 (C): -0.007